*i*
ORCA calculation (ωB97M-V with the def2-TZVPD basis set) on a 4-piece molecular cluster, CH10O4 overall.

Each line ends with the Mulliken charge.
Positions of all 15 atoms, in Å:
C 1.210 0.641 -1.901  -0.595
O 0.028 0.082 -1.425  -0.541
H 1.192 1.659 -1.494  0.226
H 2.088 0.014 -1.639  0.231
H 1.085 0.599 -2.981  0.225
H 0.196 -0.095 -0.454  0.506
O -1.347 -0.183 2.430  -0.558
H -1.980 -0.839 2.550  0.292
H -1.750 0.591 2.553  0.270
O -2.403 -0.590 -0.177  -0.575
H -1.755 -0.736 -0.856  0.348
H -2.161 -1.220 0.428  0.258
O 1.708 0.093 0.589  -0.647
H 1.404 -0.496 1.304  0.282
H 2.484 0.480 1.074  0.277

The value obtained for the HOMO-LUMO gap is 0.3747 hartree. As for the SMILES: CO.O.O.O.

*ii*
ORCA calculation (ωB97M-V with the def2-TZVPD basis set) on a 4-piece molecular cluster, CH10O4 overall.

Each line ends with the Mulliken charge.
Positions of all 15 atoms, in Å:
C -0.351 2.078 -0.979  -0.544
O -1.195 0.932 -1.150  -0.542
H 0.171 2.029 -0.027  0.264
H 0.390 2.046 -1.769  0.250
H -0.951 2.989 -0.997  0.250
H -1.591 0.697 -0.305  0.302
O 1.228 -1.411 1.025  -0.694
H 2.171 -1.410 0.852  0.287
H 0.624 -1.152 0.318  0.394
O -0.679 -0.714 2.934  -0.651
H -0.727 -1.274 3.722  0.304
H 0.130 -1.006 2.471  0.399
O 0.519 -1.232 -1.744  -0.659
H 0.581 -1.805 -2.513  0.296
H -0.322 -0.767 -1.839  0.343

The value obtained for the HOMO-LUMO gap is 0.4223 hartree. As for the SMILES: CO.O.O.O.

Most stable: *ii*

*i*
ORCA calculation (ωB97M-V with the def2-TZVPD basis set) on a 2-piece molecular cluster, C6H12O4 overall.

Each line ends with the Mulliken charge.
Positions of all 22 atoms, in Å:
C -2.255 1.884 0.633  -0.334
C -0.836 2.222 1.193  0.007
O -0.573 3.307 0.339  -0.385
C -1.062 2.983 -0.833  -0.137
O -2.331 2.530 -0.624  -0.355
H -2.428 0.798 0.507  0.241
H -3.098 2.294 1.221  0.229
H -0.212 1.347 0.925  -0.036
H -0.784 2.348 2.291  0.329
H -1.076 3.838 -1.537  0.204
H -0.490 2.164 -1.311  0.240
C 1.819 -1.725 0.528  -0.277
C 1.598 -1.608 -1.021  -0.282
O 1.584 -2.957 -1.371  -0.377
C 0.809 -3.571 -0.364  -0.181
O 1.133 -2.917 0.896  -0.383
H 2.894 -1.817 0.773  0.241
H 1.408 -0.887 1.124  0.194
H 2.395 -0.949 -1.414  0.359
H 0.634 -1.075 -1.132  0.224
H -0.269 -3.596 -0.615  0.256
H 1.142 -4.614 -0.208  0.220

The value obtained for the HOMO-LUMO gap is 0.3914 hartree. As for the SMILES: C1COCO1.C1COCO1.

*ii*
ORCA calculation (ωB97M-V with the def2-TZVPD basis set) on a 2-piece molecular cluster, C6H12O4 overall.

Each line ends with the Mulliken charge.
Positions of all 22 atoms, in Å:
O -2.258 -0.657 0.078  -0.665
C -1.154 -0.285 0.446  0.435
O -0.800 -0.538 1.694  -0.356
C 0.429 -0.076 2.289  -0.459
C 1.523 0.190 1.280  -0.619
C 0.986 1.092 0.180  -0.897
C -0.202 0.419 -0.505  0.928
C -0.972 1.391 -1.405  -0.884
O -1.680 0.758 -2.444  -0.553
H 0.710 -0.857 3.005  0.318
H 0.183 0.838 2.848  0.276
H 1.883 -0.758 0.854  0.302
H 2.367 0.658 1.806  0.357
H 1.760 1.307 -0.569  0.358
H 0.676 2.059 0.610  0.336
H 0.178 -0.398 -1.141  0.073
H -0.249 2.075 -1.871  0.370
H -1.649 2.002 -0.780  0.341
H -2.427 0.305 -2.026  0.351
O 0.339 -3.181 -1.071  -0.644
H -0.522 -2.933 -1.442  0.321
H 0.878 -3.410 -1.834  0.311

The value obtained for the HOMO-LUMO gap is 0.3950 hartree. As for the SMILES: O=C1OCCC[C@@H]1CO.O.

*iii*
ORCA calculation (ωB97M-V with the def2-TZVPD basis set) on a 2-piece molecular cluster, C6H12O4 overall.

Each line ends with the Mulliken charge.
Positions of all 22 atoms, in Å:
C -3.687 0.977 1.684  -1.127
C -2.309 1.458 2.029  0.943
O -1.967 1.820 3.132  -0.559
O -1.401 1.163 0.991  -0.342
C -0.001 1.199 1.251  -0.827
C 0.570 -0.199 1.290  0.440
C 2.032 -0.291 1.752  -0.716
C 1.455 -1.064 2.946  -0.352
O 0.116 -0.957 2.426  -0.446
H -4.404 1.334 2.427  0.347
H -3.968 1.312 0.677  0.309
H -3.680 -0.123 1.679  0.265
H 0.469 1.757 0.426  0.292
H 0.189 1.721 2.198  0.384
H 0.337 -0.726 0.352  0.336
H 2.691 -0.865 1.092  0.299
H 2.499 0.670 1.997  0.261
H 1.772 -2.114 3.031  0.258
H 1.552 -0.572 3.924  0.244
O -2.208 3.975 0.706  -0.649
H -1.600 3.413 0.137  0.322
H -1.634 4.364 1.373  0.317

The value obtained for the HOMO-LUMO gap is 0.3861 hartree. As for the SMILES: CC(=O)OC[C@H]1CCO1.O.

*iv*
ORCA calculation (ωB97M-V with the def2-TZVPD basis set) on a 2-piece molecular cluster, C6H12O4 overall.

Each line ends with the Mulliken charge.
Positions of all 22 atoms, in Å:
O 3.520 -0.432 4.403  -0.526
C 2.399 -1.263 4.641  -0.715
C 1.146 -0.721 3.998  0.875
O 1.209 -0.602 2.589  -0.480
C 0.350 0.323 4.736  -0.634
C -0.191 -1.076 4.558  -0.753
H 3.380 0.415 4.837  0.335
H 2.231 -1.408 5.721  0.324
H 2.643 -2.243 4.209  0.257
H 1.946 -0.023 2.367  0.318
H 0.683 0.627 5.730  0.243
H -0.101 1.114 4.137  0.271
H -1.000 -1.209 3.839  0.259
H -0.230 -1.737 5.426  0.233
C 1.716 -4.018 -1.496  -0.779
C 0.802 -3.304 -0.549  0.555
O 1.152 -2.698 0.441  -0.474
O -0.464 -3.304 -0.967  -0.461
H 2.746 -3.968 -1.129  0.257
H 1.393 -5.064 -1.590  0.288
H 1.653 -3.554 -2.489  0.268
H -0.723 -2.398 -1.232  0.340

The value obtained for the HOMO-LUMO gap is 0.3741 hartree. As for the SMILES: OCC1(O)CC1.CC(=O)O.

Most stable: *ii*

*i*
ORCA calculation (ωB97M-V with the def2-TZVPD basis set) on a 2-piece molecular cluster, C3H4F2O overall.

Each line ends with the Mulliken charge.
Positions of all 10 atoms, in Å:
C -1.648 -0.019 -0.427  -0.493
C -0.729 -0.130 0.515  -0.315
C 0.621 0.321 0.244  0.915
O 1.618 0.507 1.016  -0.360
F 0.815 1.022 -0.969  -0.205
F 2.078 -1.357 -0.493  -0.750
H -2.606 -0.560 -0.482  0.246
H -1.420 0.537 -1.301  0.280
H -1.130 -0.685 1.374  0.293
H 2.401 0.364 0.523  0.389

The value obtained for the HOMO-LUMO gap (alpha / beta) is 0.2924 / 0.2924 hartree.

*ii*
ORCA calculation (ωB97M-V with the def2-TZVPD basis set) on the molecule C3H4F2O.

Each line ends with the Mulliken charge.
Positions of all 10 atoms, in Å:
C 0.138 0.119 0.956  -0.455
C -0.297 -0.754 -0.238  0.358
C -0.520 0.300 -1.242  -0.275
O 1.377 0.537 1.133  -0.413
F -1.369 -1.531 0.148  -0.280
F -1.609 1.096 -1.094  -0.229
H -0.538 0.947 1.076  0.366
H 0.412 -1.416 -0.512  0.333
H 0.440 0.933 -1.521  0.254
H 1.964 -0.232 1.294  0.341

The value obtained for the HOMO-LUMO gap (alpha / beta) is 0.3084 / 0.3259 hartree.

Most stable: *i*

*i*
ORCA calculation (ωB97M-V with the def2-TZVPD basis set) on C5H10N2S as an isolated structure.

Each line ends with the Mulliken charge.
Positions of all 18 atoms, in Å:
C 1.473 0.360 -0.704  -1.421
C 0.185 -0.347 -0.432  1.373
C 0.178 -1.836 -0.128  -1.422
C -0.371 -0.050 -1.872  -0.671
C -0.506 0.815 1.642  0.030
H 2.118 0.221 0.059  0.490
H 2.053 0.124 -1.567  0.329
H 0.926 1.419 -1.013  0.318
H -0.794 -2.013 0.174  0.505
H 0.288 -2.556 -1.122  0.259
H 0.992 -2.232 0.508  0.318
H -0.895 1.003 -2.073  0.270
H 0.423 0.448 2.066  0.311
H -2.345 1.674 1.629  0.373
H -1.054 1.996 3.269  0.236
N -0.803 0.459 0.371  -0.673
N -1.323 1.549 2.407  -0.418
S -0.544 -1.034 -3.214  -0.207

The value obtained for the HOMO-LUMO gap is 0.3134 hartree.

*ii*
ORCA calculation (ωB97M-V with the def2-TZVPD basis set) on a 2-piece molecular cluster, C5H10N2S overall.

Each line ends with the Mulliken charge.
Positions of all 18 atoms, in Å:
C 1.329 0.571 1.152  -1.480
C -0.148 0.159 0.634  0.938
C -0.818 0.956 -0.413  -0.607
S -2.452 0.715 -0.939  -0.255
C -0.215 -1.409 0.581  -0.615
C -1.055 -0.690 1.528  -0.605
H 1.391 0.024 2.106  0.378
H 1.388 1.556 1.383  0.467
H 2.212 0.332 0.431  0.299
H -0.279 1.687 -0.836  0.461
H 0.623 -2.036 0.957  0.274
H -0.868 -1.834 -0.134  0.288
H -2.181 -0.467 1.363  0.178
H -0.799 -0.773 2.519  0.305
H 1.206 0.678 -1.481  0.271
N 0.482 0.126 -1.978  0.244
N 0.570 0.320 -3.195  -0.803
H -0.388 0.084 -3.678  0.263

The value obtained for the HOMO-LUMO gap is 0.2864 hartree. As for the SMILES: CC1(C=S)CC1.[H]/N=N/[H].

Most stable: *i*

*i*
ORCA calculation (ωB97M-V with the def2-TZVPD basis set) on the molecule C5H8N2S.

Each line ends with the Mulliken charge.
Positions of all 16 atoms, in Å:
C -0.204 1.616 0.722  -1.284
C -0.518 1.052 -0.592  0.191
C -0.896 -0.389 -0.861  -0.046
C -0.623 -1.423 0.223  -0.655
N 0.814 -1.346 0.326  -0.147
C 1.412 -0.410 -0.379  0.093
S 2.964 0.146 -0.273  -0.328
N 0.434 0.110 -1.245  -0.416
H 0.859 1.911 0.749  0.272
H -0.391 0.853 1.489  0.244
H -0.829 2.442 1.001  0.404
H -0.889 1.653 -1.429  0.383
H -1.597 -0.612 -1.640  0.391
H -0.803 -2.377 -0.308  0.316
H -1.124 -1.355 1.184  0.335
H 1.389 -1.873 1.033  0.249

The value obtained for the HOMO-LUMO gap is 0.3294 hartree. As for the SMILES: C[C@@H]1[C@@H]2CNC(=S)N12.

*ii*
ORCA calculation (ωB97M-V with the def2-TZVPD basis set) on the molecule C5H8N2S.

Each line ends with the Mulliken charge.
Positions of all 16 atoms, in Å:
S 0.068 2.005 -1.157  -0.229
C 0.811 0.682 -0.017  -0.176
C 0.966 -0.875 -0.241  -0.066
N 0.876 -1.043 1.210  -0.711
C -0.064 0.218 1.230  -0.331
C -1.268 -0.558 0.500  -0.286
N -1.265 -1.950 0.371  -0.679
C -0.564 -1.191 -0.593  -0.514
H 0.969 2.930 -0.826  0.129
H 1.793 1.108 0.275  0.343
H 1.775 -1.421 -0.733  0.460
H 1.638 -0.541 1.616  0.298
H -0.111 0.681 2.157  0.499
H -2.148 0.073 0.243  0.394
H -0.610 -2.344 1.004  0.362
H -0.946 -1.274 -1.567  0.507

The value obtained for the HOMO-LUMO gap is 0.3679 hartree. As for the SMILES: S[C@@H]1[C@H]2N[C@@H]1[C@@H]1N[C@@H]12.

Most stable: *i*